3 unconnected molecules or ions with the total composition C8H22BN4O4 in a non-equilibrium geometry. Source: OMol25; level of theory: ωB97M-V/def2-TZVPD.

```
39
Properties=species:S:1:pos:R:3:forces:R:3:nbo_charge:R:1
O -3.0153 -4.3161 -0.9580 0.1 0.1 0.0 -0.73
O 3.2365 3.0547 -0.0933 -1.5 -0.3 0.8 -0.73
O 0.8258 -1.5232 0.1434 0.2 0.0 -0.1 -0.71
O 2.5608 3.8412 2.1049 -0.5 0.5 -1.3 -0.91
N -1.3133 3.1950 -0.1499 0.8 -0.4 0.5 -0.38
N -0.0454 1.9224 1.2448 -2.0 0.2 -0.8 -0.47
N 0.9239 3.8031 0.1648 0.6 0.2 0.5 -0.82
N -2.0601 2.1696 0.3298 -1.2 -0.6 0.1 -0.34
C 5.3634 1.9706 0.4238 -0.9 0.1 0.2 -0.63
C -0.0940 3.0042 0.4151 0.6 0.8 -0.2 0.59
C -2.9821 -3.8341 -2.2995 -0.4 -0.2 0.1 -0.06
C -1.3085 1.4543 1.1596 0.9 0.2 0.1 0.27
C -4.2924 -3.1587 -2.6592 0.0 0.1 0.0 -0.63
C -1.0652 -2.7274 1.0586 0.2 -0.1 0.0 -0.63
C 3.8029 1.7893 0.3490 2.0 -0.7 -0.6 -0.08
C 0.4119 -2.4055 1.1868 -0.4 0.3 0.1 -0.07
B 2.2983 3.5465 0.7728 1.0 -0.3 0.0 1.31
H 5.7979 1.4694 1.3055 -0.2 0.1 -0.5 0.23
H -4.2698 -2.7807 -3.6829 -0.1 0.0 0.0 0.22
H -2.7824 -4.6739 -2.9715 0.1 0.1 -0.1 0.17
H -1.6674 -1.8128 1.1151 0.0 0.0 0.1 0.16
H 5.5441 3.0572 0.5189 0.2 -0.6 -0.1 0.22
H 0.8384 4.6049 -0.4526 -0.3 -0.4 0.0 0.43
H -4.4922 -2.3268 -1.9806 0.1 0.0 0.0 0.20
H 3.1096 4.6465 2.0881 0.1 -0.5 0.5 0.52
H -1.3875 -3.4070 1.8487 -0.1 0.0 0.0 0.22
H 1.0083 -3.3132 1.1088 0.1 0.1 -0.1 0.19
H 3.6098 1.0375 -0.4439 -0.3 0.6 0.5 0.20
H -1.7432 0.5938 1.6770 0.4 0.3 -0.2 0.26
H 0.6255 -1.9338 2.1523 0.0 -0.2 0.1 0.15
H -1.6008 3.9012 -0.8168 -0.2 -0.4 0.2 0.45
H -3.0291 2.0051 0.0759 0.3 0.2 0.0 0.46
H 3.3682 1.3985 1.2870 0.1 0.6 -0.3 0.19
H -2.1544 -3.1279 -2.3762 0.1 -0.1 0.1 0.17
H 0.3037 -0.7182 0.2214 0.1 -0.1 0.0 0.44
H -5.1266 -3.8575 -2.5632 0.0 0.0 -0.1 0.21
H 5.8161 1.5870 -0.5066 0.0 0.3 0.5 0.22
H -3.7401 -4.9482 -0.8931 0.1 0.0 0.0 0.47
H -1.2754 -3.1870 0.0951 0.0 -0.1 0.1 0.24
```
Positions in Å, forces in eV/Å.

Computed properties:
**Total energy**: -862.6745 a.u.
**LUMO**: -3.3 eV
**Orbital gap**: 9.08 eV
**Energy above the lowest of the compared OMol25 structures with the same formula, charge and spin**: 0.0 kJ/mol
**Total charge**: +1
**E_HOMO**: -12.4 eV